[1]
This record from the OMol25 dataset describes a cluster of 12 separate species, C12H48O12 in total in a non-equilibrium geometry. The level of theory is ωB97M-V/def2-TZVPD.

Positions of all 72 atoms, in Å:
C -1.379 -4.993 -0.865
C -0.459 -4.488 -1.959
O 0.493 -3.602 -1.344
H -2.190 -5.592 -1.277
H -1.886 -4.136 -0.403
H -0.828 -5.539 -0.105
H -1.020 -3.992 -2.751
H 0.080 -5.340 -2.392
H 1.043 -3.208 -2.028
C 4.512 0.170 1.587
C 4.011 -0.830 0.553
O 4.101 -2.153 1.077
H 3.875 0.127 2.469
H 4.494 1.200 1.221
H 5.550 -0.055 1.836
H 4.646 -0.782 -0.336
H 2.974 -0.597 0.295
H 3.214 -2.528 1.097
C -2.792 2.772 -1.966
C -3.031 1.470 -2.714
O -4.174 1.523 -3.558
H -1.899 2.689 -1.342
H -3.644 2.936 -1.303
H -2.721 3.636 -2.625
H -3.241 0.677 -1.994
H -2.149 1.162 -3.290
H -3.952 2.027 -4.345
C -3.358 0.270 2.214
C -4.021 1.490 1.597
O -4.043 2.501 2.588
H -2.284 0.437 2.325
H -3.525 -0.634 1.631
H -3.737 0.150 3.229
H -5.025 1.211 1.249
H -3.474 1.840 0.714
H -4.175 3.364 2.185
C 0.246 0.665 -0.976
C -0.581 -0.194 -0.017
O -0.110 0.038 1.330
H 0.943 0.003 -1.498
H 0.878 1.373 -0.451
H -0.425 1.131 -1.693
H -0.508 -1.263 -0.235
H -1.646 0.073 -0.057
H -0.383 -0.656 1.939
C 2.188 1.109 -4.159
O 3.343 1.865 -4.557
H 2.183 1.109 -3.074
H 1.288 1.536 -4.602
H 2.246 0.054 -4.458
H 3.396 1.840 -5.515
C 3.178 3.182 -0.886
O 3.702 3.616 -2.174
H 2.792 2.176 -1.045
H 4.020 3.208 -0.203
H 2.370 3.828 -0.541
H 3.367 3.034 -2.866
O 1.394 -3.235 1.225
H 0.962 -3.483 0.383
H 1.350 -4.028 1.771
O 1.587 1.918 2.567
H 1.096 1.522 1.831
H 1.529 1.250 3.257
O -2.483 -1.630 5.167
H -1.731 -1.765 4.580
H -2.856 -2.504 5.312
O -0.134 -2.027 3.283
H 0.313 -2.460 2.531
H 0.027 -2.611 4.031
O -1.174 3.041 3.057
H -1.943 2.529 2.783
H -0.412 2.573 2.693

As for the LUMO energy: -0.009 Ha. The HOMO energy comes out at -9.80 eV. The value obtained for the energy above the lowest of the compared OMol25 structures with the same formula, charge and spin is 182.2 kJ/mol. The molar mass comes out at 384.5 g/mol. As for the gap between HOMO and LUMO: 9.564 eV. As for the SMILES: CCO.CCO.CCO.CCO.CCO.CO.CO.O.O.O.O.O.


[2]
This record from the OMol25 dataset describes a cluster of 12 separate species, C12H48O12 in total in a non-equilibrium geometry. The level of theory is ωB97M-V/def2-TZVPD.

Positions of all 72 atoms, in Å:
C -23.738 -15.198 25.378
C -24.654 -15.695 26.553
O -25.419 -16.808 26.055
H -24.325 -14.567 24.711
H -23.224 -16.006 24.857
H -22.857 -14.697 25.777
H -25.414 -14.948 26.782
H -24.086 -15.969 27.442
H -25.559 -17.468 26.738
C -25.071 -20.331 25.211
C -25.148 -19.875 23.768
O -26.023 -18.761 23.711
H -24.100 -20.782 25.415
H -25.923 -20.978 25.417
H -25.173 -19.427 25.810
H -25.535 -20.639 23.094
H -24.179 -19.581 23.363
H -25.555 -17.988 24.035
C -34.486 -23.158 22.920
C -34.288 -22.236 24.149
O -32.918 -21.668 24.042
H -35.504 -23.546 22.893
H -33.798 -23.972 23.148
H -34.295 -22.697 21.951
H -34.267 -22.788 25.089
H -35.011 -21.421 24.172
H -32.802 -21.131 24.829
C -29.796 -19.504 25.872
C -29.729 -18.474 24.751
O -28.581 -17.622 25.056
H -30.534 -20.221 25.513
H -30.100 -19.135 26.852
H -28.884 -20.092 25.978
H -30.617 -17.843 24.758
H -29.562 -18.904 23.763
H -27.822 -18.201 25.164
C -27.470 -23.757 28.172
C -28.272 -23.827 26.933
O -29.256 -24.815 27.060
H -26.620 -23.080 28.082
H -27.018 -24.737 28.328
H -28.084 -23.541 29.046
H -27.749 -24.058 26.006
H -28.741 -22.901 26.601
H -29.808 -24.916 26.282
C -31.354 -16.450 20.969
C -31.027 -15.711 22.266
O -32.083 -15.875 23.122
H -32.161 -16.084 20.334
H -31.635 -17.481 21.187
H -30.481 -16.569 20.329
H -30.882 -14.636 22.164
H -30.127 -16.115 22.730
H -32.152 -16.795 23.388
O -26.916 -15.510 23.447
H -26.357 -15.812 24.163
H -26.750 -16.129 22.736
O -32.496 -18.776 28.132
H -32.519 -19.325 28.915
H -33.208 -18.149 28.257
O -27.223 -20.648 28.691
H -27.518 -21.409 28.191
H -27.895 -20.527 29.362
O -32.583 -18.614 23.446
H -32.636 -19.110 24.264
H -32.090 -19.182 22.854
O -30.090 -14.852 25.134
H -30.723 -15.141 24.477
H -29.394 -15.509 25.104
O -33.259 -19.919 25.930
H -34.161 -19.677 26.141
H -32.739 -19.555 26.646

As for the LUMO energy: -0.007 Ha. The HOMO energy comes out at -9.45 eV. The value obtained for the energy above the lowest of the compared OMol25 structures with the same formula, charge and spin is 196.7 kJ/mol. The molar mass comes out at 384.5 g/mol. As for the gap between HOMO and LUMO: 9.260 eV. As for the SMILES: CCO.CCO.CCO.CCO.CCO.CCO.O.O.O.O.O.O.


[3]
This record from the OMol25 dataset describes a cluster of 11 separate species, C12H49N3O11 in total in a non-equilibrium geometry. The level of theory is ωB97M-V/def2-TZVPD.

Positions of all 75 atoms, in Å:
C -2.309 3.499 -1.202
O -2.135 4.780 -0.699
C -0.742 5.230 -0.634
C -0.730 6.681 -0.039
C -0.452 7.793 -1.033
N 0.297 6.688 0.989
H -3.345 3.239 -1.128
H -1.750 2.773 -0.596
H -1.962 3.410 -2.238
H -0.146 4.615 0.056
H -0.332 5.170 -1.626
H -1.761 6.801 0.283
H -0.584 8.791 -0.591
H -1.116 7.818 -1.891
H 0.549 7.641 -1.456
H 0.445 7.659 1.335
H -0.049 6.188 1.826
C 4.771 -3.782 -1.036
O 4.752 -2.428 -1.537
C 3.705 -1.799 -0.843
C 3.604 -0.289 -1.343
C 4.797 0.533 -0.932
N 2.299 0.171 -0.741
H 5.310 -4.397 -1.760
H 3.724 -4.096 -0.901
H 5.266 -3.835 -0.053
H 2.792 -2.350 -1.097
H 3.920 -1.767 0.237
H 3.473 -0.314 -2.435
H 5.662 0.092 -1.394
H 4.955 0.533 0.126
H 4.653 1.561 -1.274
H 1.528 -0.193 -1.305
H 2.279 1.170 -0.861
C -3.874 -5.767 0.477
O -2.846 -5.345 -0.430
C -1.659 -4.927 0.238
C -0.832 -3.885 -0.540
C -0.056 -4.595 -1.660
N 0.120 -3.230 0.320
H -4.748 -6.109 -0.117
H -4.232 -4.906 1.026
H -3.530 -6.559 1.123
H -1.859 -4.478 1.192
H -0.988 -5.816 0.343
H -1.631 -3.201 -0.879
H 0.400 -3.858 -2.356
H -0.792 -5.216 -2.196
H 0.655 -5.254 -1.203
H -0.352 -2.521 0.873
H 0.961 -2.936 -0.157
O -0.302 -1.779 3.333
H 0.138 -2.635 3.265
H 0.311 -1.186 2.876
O -1.280 0.417 0.959
H -0.353 0.194 1.179
H -1.356 0.119 0.005
O 1.342 0.161 1.763
H 1.831 0.130 0.941
H 1.544 1.013 2.132
O -4.568 -1.987 -0.142
H -4.395 -2.003 0.835
H -5.446 -1.675 -0.317
O 1.762 2.837 1.567
H 0.748 2.921 1.636
H 2.110 3.751 1.557
O -2.357 -0.800 -1.428
H -1.927 -1.329 -2.115
H -3.073 -1.282 -0.974
O -0.660 2.916 2.039
H -1.237 2.385 1.449
H -0.799 2.475 2.881
O -3.061 -1.336 1.955
H -2.479 -0.622 1.611
H -2.597 -1.667 2.736

As for the LUMO energy: 0.013 Ha. The HOMO energy comes out at -9.04 eV. The value obtained for the energy above the lowest of the compared OMol25 structures with the same formula, charge and spin is 31.6 kJ/mol. The molar mass comes out at 411.5 g/mol. As for the gap between HOMO and LUMO: 9.395 eV. As for the SMILES: COC[C@H](C)N.COC[C@H](C)N.COC[C@H](C)N.O.O.O.O.O.O.O.O.


[4]
This record from the OMol25 dataset describes a structure of composition C12H4Cl5PtS2 in a non-equilibrium geometry. The level of theory is ωB97M-V/def2-TZVPD.

Positions of all 24 atoms, in Å:
Pt 1.366 1.276 0.420
S -0.011 2.503 -1.048
C -1.579 2.053 -0.459
C -2.683 2.492 -1.192
C -3.975 2.201 -0.782
C -4.203 1.483 0.394
C -3.133 1.058 1.152
C -1.809 1.313 0.736
S -0.563 0.731 1.752
H -2.510 3.065 -2.095
H -4.813 2.543 -1.375
H -5.213 1.269 0.717
H -3.291 0.511 2.073
Cl 3.388 0.220 2.269
C 3.128 -0.938 1.016
C 2.249 -0.536 0.005
C 1.975 -1.415 -1.052
Cl 0.916 -0.903 -2.294
C 2.554 -2.676 -1.086
Cl 2.233 -3.743 -2.376
C 3.414 -3.063 -0.042
Cl 4.121 -4.601 -0.064
C 3.704 -2.185 1.030
Cl 4.734 -2.659 2.300

As for the expectation value of S²: 6.02. As for the LUMO energy (spin up / spin down): -0.125 / -0.279 Ha. The HOMO energy (spin up / spin down) comes out at -11.72 / -11.77 eV. Its spin multiplicity is 5. Its charge is +1. The molar mass comes out at 584.6 g/mol. As for the gap between HOMO and LUMO (spin up / spin down): 8.306 / 4.188 eV.


[5]
This record from the OMol25 dataset describes a structure of composition C12H6Cl3F9INO3PPd. The level of theory is ωB97M-V/def2-TZVPD.

Positions of all 37 atoms, in Å:
Pd -0.034 0.227 -0.631
Cl 2.320 6.557 1.456
C 1.307 5.142 1.265
C -0.004 5.199 1.649
C -0.841 4.091 1.516
I -2.826 4.215 2.151
C -0.414 2.860 0.982
O -1.129 1.831 0.869
C 0.996 2.835 0.582
N 1.439 1.658 0.077
C 2.701 1.530 -0.283
C 3.614 2.587 -0.171
C 3.195 3.792 0.322
C 1.852 3.951 0.724
H -0.399 6.117 2.065
H 3.006 0.562 -0.658
H 4.638 2.431 -0.480
H 3.876 4.627 0.414
Cl -0.618 -1.718 1.903
C -0.571 -0.258 2.883
Cl -0.096 -0.594 4.572
H -1.550 0.200 2.904
H 0.158 0.421 2.459
F 2.044 -1.871 -1.357
P 3.455 -2.595 -1.000
F 3.829 -1.370 0.009
F 3.095 -3.812 -2.002
F 2.756 -3.382 0.225
F 4.167 -1.790 -2.218
F 4.877 -3.303 -0.651
F -3.486 -1.988 -2.966
C -2.790 -1.065 -3.649
F -2.336 -1.672 -4.765
F -3.685 -0.135 -4.057
C -1.629 -0.404 -2.840
O -1.571 -0.781 -1.640
O -0.946 0.396 -3.462

As for the expectation value of S²: 0.75. As for the LUMO energy (spin up / spin down): 0.138 / 0.138 Ha. The HOMO energy (spin up / spin down) comes out at -2.64 / -2.62 eV. Its spin multiplicity is 2. Its charge is -2. The value obtained for the energy above the lowest of the compared OMol25 structures with the same formula, charge and spin is 0.0 kJ/mol. The molar mass comes out at 753.8 g/mol. As for the gap between HOMO and LUMO (spin up / spin down): 6.392 / 6.374 eV.


[6]
This record from the OMol25 dataset describes the ion C12H6F3N4O4S with charge -1 in a non-equilibrium geometry. The level of theory is ωB97M-V/def2-TZVPD.

Positions of all 30 atoms, in Å:
O 3.358 2.260 -1.332
N 2.106 2.328 -1.450
O 1.522 3.381 -1.790
C 1.352 1.169 -1.183
C 0.044 1.017 -1.654
N -0.436 -0.143 -2.110
C 0.370 -1.196 -2.055
N 0.119 -2.411 -2.678
O 1.268 -3.158 -2.451
N 2.269 -2.371 -1.685
O 3.357 -2.869 -1.461
C 1.635 -1.202 -1.413
C 2.208 -0.003 -0.787
S 2.274 -0.039 1.061
C 0.578 0.027 1.433
C -0.131 -1.165 1.629
C -1.511 -1.124 1.762
C -2.159 0.105 1.755
C -3.666 0.129 1.790
F -4.161 1.222 2.442
F -4.186 -0.972 2.413
F -4.195 0.150 0.522
C -1.452 1.305 1.691
C -0.071 1.262 1.556
H -0.620 1.885 -1.678
H 3.259 0.132 -1.073
H 0.408 -2.112 1.644
H -2.085 -2.042 1.872
H -1.974 2.256 1.732
H 0.519 2.176 1.498

As for the LUMO energy: 0.102 Ha. The HOMO energy comes out at -4.65 eV. Its charge is -1. The value obtained for the energy above the lowest of the compared OMol25 structures with the same formula, charge and spin is 0.0 kJ/mol. The molar mass comes out at 359.3 g/mol. As for the gap between HOMO and LUMO: 7.414 eV. As for the SMILES: [O-][N+]([O-])=C1C=Nc2no[n+]([O-])c2[C@@H]1Sc1ccc(C(F)(F)F)cc1.